ORCA calculation (wB97M-V/def2-TZVPD) on a 5-piece molecular cluster, C6H23NO6 overall in a non-equilibrium geometry.

```
36
Properties=species:S:1:pos:R:3:forces:R:3:lowdin_charge:R:1
O -2.77422 -0.07491 4.08963 -0.1 0.4 -0.1 -0.04
O -0.69552 0.32923 2.08757 0.0 0.4 0.1 -0.05
O 0.64496 -2.57052 -1.28042 -0.5 -0.2 -0.2 -0.19
O -2.78794 -2.84942 3.06603 -0.2 0.1 0.1 -0.08
O -0.00043 2.05046 -0.06776 -0.3 0.0 -0.1 -0.24
O -0.26783 -2.45904 1.73521 0.2 0.2 0.2 -0.06
N 1.58328 0.57657 -2.24905 0.0 -0.5 0.6 -0.06
C 1.28010 2.35469 -0.57275 0.7 0.3 0.8 -0.22
C 1.52850 1.99160 -2.00677 0.6 0.6 -0.5 -0.23
C 0.59747 -1.67808 -2.37335 -0.1 -0.4 -0.2 -0.21
C 0.40768 -0.23374 -1.95402 -0.4 0.6 -0.2 -0.19
C 1.87397 -2.52954 -0.62898 1.0 0.6 0.2 -0.13
C -1.00600 2.87361 -0.62014 -0.4 0.0 0.3 -0.09
H 2.01827 1.83577 0.04656 -0.3 -0.3 0.0 0.14
H 1.49197 3.42237 -0.39794 -0.2 0.0 -0.3 0.13
H -2.27605 0.36157 4.78943 0.0 -0.1 0.1 0.07
H -3.62500 0.37821 4.06493 0.0 -0.1 0.0 0.07
H -0.29521 -1.59121 2.17411 0.1 -0.1 -0.3 0.02
H -0.88315 3.90763 -0.27537 0.0 0.0 -0.2 0.09
H 0.18397 -0.22260 -0.88632 0.2 0.0 0.0 0.11
H -1.96968 2.50822 -0.26205 0.1 0.0 0.1 0.09
H 1.52154 -1.79408 -2.96157 -0.1 0.1 0.0 0.12
H 0.87309 2.58706 -2.66884 -0.2 -0.4 0.0 0.11
H -1.03709 2.82726 -1.70970 0.1 0.1 0.0 0.08
H 0.00017 -2.24408 0.83268 -0.3 -0.1 0.0 0.01
H 1.89396 -3.28911 0.14432 0.0 -0.2 -0.1 0.09
H 2.00276 0.34371 -3.13320 -0.1 0.1 -0.2 0.11
H -0.22876 -2.02010 -2.99582 0.0 0.0 0.1 0.12
H 2.53567 2.37964 -2.20755 -0.1 0.0 -0.1 0.13
H -0.50996 0.17943 -2.42017 0.2 -0.1 -0.1 0.12
H -1.48224 0.50979 2.61867 0.0 -0.2 0.0 0.01
H -0.48625 1.14343 1.60171 0.1 -0.3 -0.1 0.02
H 2.06093 -1.55759 -0.14267 -0.1 -0.1 -0.1 0.09
H -2.89468 -1.93623 3.36293 0.1 -0.2 0.0 -0.02
H 2.68807 -2.65883 -1.35508 0.0 -0.2 0.2 0.09
H -1.96633 -2.85116 2.55575 0.0 0.0 -0.2 -0.01
```
Positions in Å, forces in eV/Å.

Its energy relative to the best compared isomer or geometry (same formula, charge and spin) is 2.221 eV. Its LUMO energy is 0.258 eV. The calculation puts the orbital gap at 9.149 eV. As for the structure (SMILES): COCCNCCOC.O.O.O.O.

***

ORCA calculation (wB97M-V/def2-TZVPD) on C25H29N3O3ReS as an isolated structure.

```
62
Properties=species:S:1:pos:R:3:forces:R:3:lowdin_spin:R:1
Re 0.06539 -0.50973 -0.58828 0.0 0.2 0.0 0.85
S -0.72817 -3.15522 -2.05098 -0.1 -0.5 0.1 0.00
O -0.63021 0.19161 -2.62284 0.1 0.0 -0.1 0.00
O -1.54746 -2.69064 -0.92082 -0.2 -0.4 0.0 0.01
O -0.05886 -4.39808 -1.92068 0.1 0.1 0.0 0.00
N -4.25314 -1.31011 0.36150 0.0 -0.1 -0.2 0.00
N 0.22442 -1.81400 -2.24782 -0.3 0.3 0.5 0.00
N 0.97293 -1.43013 1.12026 0.3 0.1 0.1 0.01
C -2.88045 2.75013 1.57946 0.0 0.0 0.0 0.05
C 2.06840 -0.51236 1.60298 0.0 0.1 -0.1 0.00
C -1.95854 -1.23463 -5.19704 0.1 0.0 0.1 0.00
C -1.56630 -2.97570 -3.58668 -0.1 -0.2 0.1 0.00
C -2.74590 0.72902 0.24817 0.0 0.0 -0.1 0.03
C 1.72693 0.53485 -0.63402 0.5 0.1 0.2 -0.02
C 3.87370 0.86587 0.48457 -0.2 -0.1 0.1 0.00
C 2.15996 1.39101 -1.66254 0.0 0.1 -0.2 0.01
C -1.36641 -1.67658 -4.02519 -0.1 0.3 -0.3 0.00
C -3.48288 1.77054 0.80545 0.1 0.0 0.0 0.00
C 3.41715 1.96087 -1.62240 -0.1 0.0 -0.1 0.00
C 4.27000 1.68891 -0.55659 0.0 0.1 -0.1 0.01
C -5.56586 -0.79722 0.84403 -0.1 0.1 0.0 0.00
C 1.62343 -2.68415 0.63220 -0.1 0.0 0.0 0.01
C -2.72149 -2.14780 -5.91561 0.0 0.0 0.0 0.00
C -2.32132 -3.89505 -4.28131 0.0 0.0 -0.1 0.00
C -3.45333 -1.82407 1.50561 0.1 -0.1 0.1 0.00
C -2.89876 -3.45357 -5.47211 0.1 -0.1 0.1 0.00
C 2.60929 0.29971 0.45406 -0.2 -0.2 0.2 0.00
C -3.48404 -0.32796 -0.52456 0.0 0.1 -0.1 0.00
C -0.53870 -0.97506 -3.03407 0.0 0.4 0.0 0.00
C -1.34022 0.69652 0.38644 -0.2 -0.2 -0.2 -0.02
C 0.09300 -1.77999 2.26035 0.0 0.0 -0.1 0.00
C -0.75657 1.71617 1.16796 0.2 -0.2 -0.2 0.04
C -1.51097 2.70757 1.77188 -0.1 0.0 0.0 -0.01
H 1.62828 0.15341 2.34966 0.0 0.0 0.0 0.00
H 1.49623 1.59954 -2.49106 0.0 0.0 0.0 0.00
H -5.38783 -0.03603 1.59732 0.0 0.0 0.0 0.00
H -3.17552 -1.84024 -6.84694 0.0 0.0 0.0 0.00
H -2.79919 -0.94409 -1.10042 -0.1 0.0 0.0 0.00
H -1.80390 -0.22815 -5.55885 0.0 0.0 0.0 0.00
H -0.61872 -2.53634 1.93472 0.1 0.0 0.0 0.00
H -4.22577 0.09818 -1.20151 0.0 0.0 0.1 0.00
H 0.31826 1.78471 1.27447 0.0 -0.1 0.0 0.00
H 2.17225 -3.14494 1.45422 0.0 0.0 0.0 0.00
H -3.48919 -4.13976 -6.06269 0.0 0.0 0.0 0.00
H -2.55152 -2.28604 1.11885 0.0 0.0 0.0 0.00
H -6.12256 -0.38280 0.00689 0.0 0.0 0.0 0.00
H 2.31590 -2.44821 -0.17481 0.0 0.0 0.0 0.00
H -3.21351 -0.98544 2.15377 0.0 0.0 0.0 0.00
H -1.01633 3.47281 2.35267 0.0 0.0 0.0 0.00
H 4.55050 0.67569 1.30648 0.0 0.0 0.1 0.00
H 3.75000 2.61508 -2.41497 0.0 0.0 -0.1 0.00
H 0.69201 -2.18623 3.07745 0.0 0.0 0.0 0.00
H 0.86601 -3.38294 0.28143 0.0 0.0 0.0 0.00
H 5.25782 2.12806 -0.53946 0.0 0.0 0.0 0.00
H -3.47029 3.54898 2.00433 0.0 0.0 0.0 0.00
H -2.44555 -4.91006 -3.93175 0.0 0.0 0.0 0.00
H -6.11706 -1.62400 1.28575 0.0 0.0 0.0 0.00
H 2.84039 -1.09348 2.11190 0.0 0.0 0.0 0.00
H -4.54335 1.84253 0.60787 -0.1 0.0 0.0 0.00
H -0.43447 -0.89089 2.59978 0.0 0.0 0.0 0.00
H -4.05113 -2.55395 2.04677 0.0 0.0 0.0 0.00
H -4.45578 -2.10508 -0.24649 0.1 0.0 0.0 0.00
```
Positions in Å, forces in eV/Å.

Its energy relative to the best compared isomer or geometry (same formula, charge and spin) is 0.745 eV. Its LUMO energy (spin up / spin down) is -7.066 / -7.005 eV. Its multiplicity is 2. As for the charge: +2. The calculation puts the orbital gap (spin up / spin down) at 7.082 / 6.938 eV.

***

ORCA calculation (wB97M-V/def2-TZVPD) on a 3-piece molecular cluster, C6H18O3 overall in a non-equilibrium geometry.

```
27
Properties=species:S:1:pos:R:3:forces:R:3:lowdin_charge:R:1
O 6.97355 18.55495 13.66173 -0.7 -0.9 -0.4 -0.08
O 8.77521 15.38485 18.33041 -0.6 1.2 -1.4 -0.09
O 1.26164 26.01711 18.97532 0.8 -0.7 -0.8 -0.10
C 6.88620 19.91970 13.96948 0.1 0.9 0.5 -0.34
C 8.65208 13.14204 19.10668 0.1 0.3 0.2 -0.08
C 1.46480 24.08088 17.39630 0.9 1.1 0.0 -0.09
C 7.98229 14.57696 19.14674 1.1 -2.0 0.6 -0.30
C 6.26462 20.67880 12.77049 1.2 -1.2 0.5 -0.07
C 1.50516 24.58093 18.82497 -1.8 0.2 1.3 -0.31
H 0.53670 26.20357 19.57639 0.0 -0.4 0.0 0.07
H 6.51119 21.74030 12.79352 -0.2 -0.1 0.0 0.07
H 7.93777 15.05491 20.12536 0.3 -0.6 0.5 0.10
H 0.65542 24.08400 19.29305 -0.1 -0.1 0.3 0.10
H 7.89586 20.18352 14.28429 0.3 1.0 -0.7 0.10
H 0.50837 24.37789 16.96602 0.0 -0.3 -0.1 0.08
H 9.64758 13.19033 19.54797 0.0 0.1 0.6 0.06
H 7.46321 18.10004 14.35085 0.0 0.0 0.0 0.08
H 2.25637 24.56984 16.82848 0.0 0.0 -0.2 0.07
H 8.13964 12.27473 19.52294 -0.3 0.4 0.5 0.06
H 6.92824 14.53069 18.87299 0.2 0.2 -0.9 0.11
H 6.32392 20.14386 14.87595 -0.6 -0.4 0.2 0.10
H 6.73784 20.19043 11.91862 0.0 0.4 -0.4 0.07
H 1.64824 23.00847 17.32999 -0.3 0.0 0.2 0.08
H 9.71313 15.32592 18.52646 -0.2 -0.3 0.4 0.08
H 2.33897 24.28210 19.46024 0.5 0.2 -0.5 0.11
H 8.92839 12.78595 18.11422 -0.6 0.6 -0.5 0.07
H 5.19573 20.48231 12.68716 0.0 0.2 0.2 0.07
```
Positions in Å, forces in eV/Å.

Its energy relative to the best compared isomer or geometry (same formula, charge and spin) is 1.750 eV. Its LUMO energy is 0.754 eV. The calculation puts the orbital gap at 10.750 eV. As for the structure (SMILES): CCO.CCO.CCO.

***

ORCA calculation (wB97M-V/def2-TZVPD) on C4H4O3 as an isolated structure.

```
11
Properties=species:S:1:pos:R:3:forces:R:3:lowdin_charge:R:1
O -1.77251 0.64696 -0.18292 0.0 0.1 0.0 0.07
O -0.25368 1.84971 -1.43822 -0.2 -0.6 0.6 0.17
O 1.27875 -0.04534 0.79552 0.2 0.0 -0.1 -0.11
C 0.13170 -0.23756 -0.03278 0.0 -0.2 -0.1 -0.20
C 2.47115 -0.04597 0.25696 -0.3 0.3 0.0 0.09
C -0.55126 0.96311 -0.70200 0.3 0.6 -0.6 -0.42
C -1.21142 -0.40267 0.65940 0.0 -0.3 0.2 -0.05
H 0.35889 -1.02283 -0.75466 -0.1 0.1 0.0 0.16
H -1.70588 -1.36140 0.50187 -0.1 0.2 0.0 0.13
H -1.22769 -0.10689 1.70994 0.1 0.0 -0.1 0.14
H 2.29893 -0.10257 -0.85385 0.2 -0.2 0.1 0.02
```
Positions in Å, forces in eV/Å.

Its energy relative to the best compared isomer or geometry (same formula, charge and spin) is 4.133 eV. Its LUMO energy is 0.092 eV. The calculation puts the orbital gap at 9.330 eV.

***

ORCA calculation (wB97M-V/def2-TZVPD) on one molecule with the formula C17H11ClN4S in a non-equilibrium geometry.

```
34
Properties=species:S:1:pos:R:3:forces:R:3:lowdin_charge:R:1
Cl -5.50429 0.59704 -0.55279 0.8 -0.2 0.1 0.61
S -1.03265 -4.05983 1.63133 -1.0 1.7 -0.1 1.03
N 3.84399 3.40423 -1.60678 -4.4 -0.2 0.9 0.05
N 1.65856 -0.75011 -0.14264 1.3 0.1 0.4 0.08
N 0.61355 -1.49756 0.43838 -2.3 0.0 0.0 0.06
N 0.35313 1.15970 -0.95846 1.2 0.3 0.7 0.09
C 4.91249 2.78944 -1.91296 2.4 -3.7 0.7 -0.20
C 4.01522 0.60166 -1.09225 2.3 0.2 -0.9 -0.03
C 2.77760 1.20826 -0.94823 -0.5 2.2 -0.1 -0.16
C -2.60317 -2.87290 3.36196 -0.4 -0.9 -0.8 -0.16
C -2.13412 -1.80692 2.51337 0.6 -0.9 0.5 -0.10
C 1.52898 0.48267 -0.58454 -3.6 -1.0 -0.4 -0.29
C -3.17261 1.69545 -1.29275 1.1 3.0 -2.6 -0.15
C -2.91894 -0.26707 0.03421 -0.8 -0.4 -0.9 -0.03
C 2.73466 2.62564 -1.16530 2.4 0.3 -0.6 -0.01
C -1.26883 -2.29344 1.52796 -1.9 1.0 1.0 -0.45
C -2.19979 -4.12029 2.90005 -0.3 0.4 1.2 -0.42
C -1.82986 1.81425 -1.36734 0.9 -0.3 0.3 -0.02
C -0.72492 -1.27904 0.61409 3.6 -1.7 -0.9 -0.15
C 5.09048 1.39289 -1.60114 -1.0 -0.3 0.2 -0.05
C -0.96169 0.87809 -0.73790 3.5 -0.7 -0.5 -0.21
C -1.46648 -0.29441 -0.05773 -3.3 2.4 0.2 -0.09
C -3.72761 0.67939 -0.62886 -1.0 -3.2 2.7 -0.64
H -1.37874 2.62798 -1.94343 0.0 -0.5 0.4 0.12
H -3.33734 -2.79637 4.18852 0.7 0.2 -0.7 0.12
H 1.88591 3.26481 -0.98394 -0.3 -0.5 0.1 0.10
H -2.35847 -0.72179 2.69039 0.3 -1.3 -0.4 0.15
H 4.17743 -0.48094 -0.87701 -0.3 1.1 -0.2 0.12
H -3.66001 2.45724 -1.91962 -0.6 -0.6 0.7 0.13
H 6.07661 0.95234 -1.76819 -0.4 0.0 0.0 0.09
H 0.83001 -2.46653 0.77878 0.8 1.9 -0.4 0.13
H -3.45090 -1.12436 0.46059 0.3 0.4 0.0 0.11
H -2.56736 -5.08117 3.32093 0.7 0.8 -0.5 0.09
H 5.79918 3.28164 -2.31872 -0.4 0.4 0.0 0.10
```
Positions in Å, forces in eV/Å.

Its energy relative to the best compared isomer or geometry (same formula, charge and spin) is 1.141 eV. Its LUMO energy is -1.651 eV. The calculation puts the orbital gap at 5.346 eV. As for the structure (SMILES): Clc1ccc2c(c1)=C(c1cccs1)NN=C(c1cccnc1)N=2.

***

ORCA calculation (wB97M-V/def2-TZVPD) on C44H53BrN4O3RuSe as an isolated structure in a non-equilibrium geometry.

```
107
Properties=species:S:1:pos:R:3:forces:R:3:lowdin_spin:R:1
Ru -0.82805 1.47210 -1.24884 0.5 -3.9 0.3 0.68
Br 0.76338 3.77381 0.27496 0.1 0.4 0.1 0.00
Se -0.79120 -1.24765 -1.27141 0.5 2.1 0.5 -0.02
O 1.20792 1.08297 -1.40431 -1.8 3.2 -0.2 0.08
O -0.88106 1.05757 0.72110 0.5 1.9 -0.4 0.11
O -1.14394 8.10572 -1.78006 0.1 0.1 0.1 0.00
N -2.91096 1.50026 -1.53318 0.9 0.3 -1.9 0.00
N -0.94826 1.56639 -3.28578 -0.7 0.0 -0.1 0.00
N -1.12470 3.98293 -1.67414 0.4 -0.6 0.6 0.00
N -3.23547 1.53065 -2.76676 -1.2 -0.2 1.6 -0.01
C -3.08974 -3.87357 3.99414 0.1 0.0 -0.1 0.00
C 2.98596 -5.05956 -0.94495 0.2 0.1 0.1 0.00
C -6.09682 1.11642 1.16224 0.3 0.0 -0.1 0.00
C -1.93219 4.63281 -2.51494 -0.1 0.0 -0.1 0.00
C -6.33847 1.00463 -0.20404 0.0 0.0 -0.1 0.00
C -4.80867 1.36348 1.61362 -0.4 0.0 0.1 0.00
C -1.15174 -0.19061 2.77557 0.1 0.4 -0.5 0.03
C 1.85358 -0.01689 -1.36777 0.8 -2.6 0.2 0.00
C 3.62588 2.41602 -1.98927 0.0 -0.1 0.1 0.00
C -0.30875 6.10623 -0.89954 -0.1 0.1 -0.1 0.00
C -1.07501 -1.29617 0.63527 -0.1 0.3 0.0 0.03
C -0.76075 2.34210 3.25434 0.0 -0.1 0.0 0.00
C -1.35906 -1.45839 3.30270 -0.1 -0.2 0.0 -0.01
C -1.56951 1.27762 -5.97260 0.5 0.0 -0.1 0.00
C 4.74051 -3.79739 0.29941 -0.1 -0.1 -0.1 0.00
C -0.34390 4.72994 -0.90009 0.2 0.1 0.2 0.00
C 3.92245 -3.85033 -1.00269 0.1 0.0 0.0 0.00
C -1.98831 6.00645 -2.60454 -0.1 0.1 -0.1 0.00
C 1.14750 -1.25769 -1.25875 0.2 1.1 -0.4 0.02
C -1.01846 -0.07437 1.35453 -0.3 -1.7 0.3 0.00
C -1.29542 -2.53763 1.20781 0.1 0.0 -0.3 0.00
C -1.04722 0.94977 3.81209 0.0 -0.1 0.1 0.00
C 0.12273 0.61414 4.75583 0.0 0.0 0.0 0.00
C 5.25967 0.74196 -2.75727 0.0 0.0 0.1 0.00
C 4.86578 -4.02260 -2.20583 -0.1 -0.1 0.1 0.00
C -2.35691 1.02844 4.61127 0.0 0.1 0.0 0.00
C 5.04649 1.26705 -0.30804 0.0 0.1 -0.1 0.00
C 0.02011 1.49952 -4.20348 0.3 0.2 0.2 0.00
C -1.45311 -2.64457 2.57634 0.1 0.1 0.1 0.03
C 3.29800 -0.09532 -1.43562 -1.1 0.3 0.0 0.02
C 4.27294 1.07839 -1.62530 0.0 0.0 0.1 0.00
C -1.75939 -5.14646 2.32273 0.0 0.1 0.1 0.00
C -2.57493 1.38150 -5.04328 -0.2 0.0 0.8 0.00
C -3.76476 1.49836 0.71816 0.3 0.2 -0.1 0.00
C 3.16261 -2.54583 -1.14743 -0.5 0.3 -0.1 0.03
C 1.76584 -2.47461 -1.16696 0.8 -0.5 0.1 0.00
C -1.72439 -3.96368 3.29111 -0.1 0.0 0.2 0.00
C -0.24231 1.34406 -5.54786 -0.4 0.0 -0.2 0.00
C -0.62569 -4.22706 4.33274 -0.1 0.0 -0.1 0.00
C -5.30659 1.12856 -1.10587 0.5 0.1 -0.1 0.00
C -3.99497 1.37902 -0.65254 -1.0 0.0 0.8 0.00
C -2.24031 1.50733 -3.68636 1.3 0.0 -1.3 0.00
C 3.86681 -1.34260 -1.27710 -0.3 -0.6 0.0 0.00
C -1.16229 6.76923 -1.77796 0.0 -0.3 0.0 0.00
H -1.34151 -3.41110 0.56946 0.0 0.0 0.0 0.00
H -0.79241 -5.19489 4.81024 0.0 0.0 0.0 0.00
H 4.35698 1.46206 0.51561 0.0 0.0 0.0 0.00
H -0.72156 3.05371 4.08381 0.0 -0.1 0.0 0.00
H 1.15795 -3.36580 -1.09073 0.1 -0.1 0.0 0.00
H 5.27671 -4.73697 0.43812 0.1 0.0 0.0 0.00
H -1.80211 1.13900 -7.01966 0.0 0.0 0.0 0.00
H 4.73321 0.64611 -3.70901 0.0 0.0 -0.1 0.00
H -5.47687 1.03306 -2.16499 -0.1 -0.1 -0.1 0.00
H -2.56675 4.01782 -3.14122 0.0 0.1 0.0 0.00
H -1.76945 8.46981 -2.41587 0.0 0.0 0.0 0.00
H -3.16791 1.36496 3.96301 0.1 0.0 0.1 0.00
H -3.32385 -4.81834 4.48989 0.0 0.0 0.0 0.00
H -1.45453 -1.53167 4.37873 0.0 0.0 0.0 0.00
H 0.34514 6.66339 -0.24589 0.0 0.0 0.0 0.00
H 4.41176 3.15628 -2.15132 0.1 0.0 0.0 0.00
H 2.33158 -5.01775 -0.07205 0.0 0.0 0.0 0.00
H 0.19956 2.35550 2.75032 0.1 0.1 -0.1 0.00
H 5.36625 -4.98957 -2.14600 0.1 0.0 0.0 0.00
H -6.90889 1.00992 1.86883 -0.1 0.0 0.0 0.00
H 0.28260 1.43610 5.45737 0.0 0.0 0.0 0.00
H 5.64081 0.38781 -0.05739 0.0 0.0 0.0 0.00
H -4.62559 1.45240 2.67535 0.1 0.0 -0.1 0.00
H -0.05443 -0.29472 5.33080 0.0 0.0 0.0 0.00
H 2.98540 2.77271 -1.19303 -0.1 0.1 0.0 0.00
H 1.03915 0.47625 4.17881 0.0 0.0 0.0 0.00
H 0.35665 -4.24125 3.85701 0.0 0.0 0.0 0.00
H 5.72182 2.11946 -0.39724 0.1 0.0 0.0 0.00
H 0.57265 1.26727 -6.25267 0.0 0.0 0.0 0.00
H -3.09814 -3.08539 4.74745 0.0 0.0 0.0 0.00
H -1.96609 -6.06103 2.88002 0.0 0.0 0.0 0.00
H 2.37528 -5.13309 -1.84693 -0.1 -0.1 -0.1 0.00
H 1.03172 1.57951 -3.82923 0.0 -0.1 0.1 0.00
H -3.87514 -3.66070 3.26676 -0.1 0.0 0.0 0.00
H 5.63401 -3.24959 -2.23541 0.0 0.0 0.0 0.00
H -2.25366 1.74555 5.42862 0.0 0.0 0.0 0.00
H -2.54605 -5.02793 1.57509 0.0 0.0 0.0 0.00
H 4.08273 -3.64467 1.15687 0.0 0.0 0.0 0.00
H 3.58056 -5.96970 -0.87145 0.0 -0.1 0.0 0.00
H 4.94648 -1.39601 -1.26444 0.0 0.0 0.0 0.00
H -0.61594 -3.46531 5.11279 0.0 0.0 0.0 0.00
H -1.52827 2.68625 2.56618 0.0 0.0 -0.1 0.00
H -0.80076 -5.27414 1.81503 0.0 0.0 0.0 0.00
H -2.76234 1.70584 1.06590 -0.1 0.0 0.0 0.00
H -2.66327 6.48603 -3.30189 0.0 -0.1 0.0 0.00
H -3.62290 1.33499 -5.30286 0.0 0.0 0.0 0.00
H 4.30429 -3.98513 -3.14112 0.0 0.0 0.0 0.00
H -2.64272 0.06734 5.03645 0.0 0.0 0.0 0.00
H -7.34065 0.81379 -0.56424 0.0 0.0 0.0 0.00
H 5.47132 -2.98822 0.28203 0.0 0.0 0.0 0.00
H 5.80887 -0.18190 -2.58102 0.0 0.0 0.0 0.00
H 3.04422 2.34188 -2.90872 -0.1 0.0 0.0 0.00
H 5.98924 1.54754 -2.84767 0.0 0.0 0.0 0.00
```
Positions in Å, forces in eV/Å.

Its LUMO energy (spin up / spin down) is -4.551 / -4.575 eV. Its multiplicity is 2. As for the charge: +1. The calculation puts the orbital gap (spin up / spin down) at 5.176 / 4.803 eV.